No. 1
The following is a DFT calculation (wB97M-V/def2-TZVPD) of a single C4H8SSi molecule in a non-equilibrium geometry.

Results
LUMO (spin up / spin down)	-0.58 / -0.62	eV
relative energy (zero: lowest compared OMol25 entry of this formula, charge and spin)	255.0	kJ/mol
electronic energy	-844.718368	a.u.
orbital gap (spin up / spin down)	7.3 / 7.1	eV
largest force on an atom	2.99	eV/A

Geometry as ORCA input:
```
! wB97M-V def2-TZVPD RIJCOSX def2/J DEFGRID3
* xyz 0 1
C -0.80941 -1.29615 -0.63675
C 0.55861 -1.27579 -1.06550
C -1.53724 -0.20838 -0.46982
C 0.84630 1.15231 -0.26831
Si 0.77452 0.91940 1.50505
S 1.45162 0.14593 -1.48757
H -1.39090 -2.26366 -0.86532
H 1.03359 -2.16208 -1.41149
H -2.60003 -0.33727 -0.39958
H -1.37176 0.83348 -0.35954
H 0.74487 2.17067 -0.59997
H 1.52069 1.80702 2.63983
H 1.45281 -0.40252 1.59932
H -0.67365 0.91703 1.81966
*
```



No. 2
The following is a DFT calculation (wB97M-V/def2-TZVPD) of a 2-piece molecular cluster, C3H5O2S overall in a non-equilibrium geometry.

Results
LUMO	0.15	eV
relative energy (zero: lowest compared OMol25 entry of this formula, charge and spin)	367.7	kJ/mol
electronic energy	-665.905686	a.u.
orbital gap	4.7	eV
largest force on an atom	3.81	eV/A

Geometry as ORCA input:
```
! wB97M-V def2-TZVPD RIJCOSX def2/J DEFGRID3
* xyz -1 1
O 0.80600 -0.50310 -2.46988
C -0.19006 -0.90612 -1.80290
O -1.07540 -1.69081 -2.11588
C -0.38356 -0.27204 -0.34378
C 0.74713 0.60399 0.05625
S -0.00013 1.20081 3.00624
H -0.51016 -1.13426 0.37606
H -1.42443 0.20182 -0.25298
H 0.48779 0.98918 1.03388
H 0.88843 1.55505 -0.38499
H 1.67461 0.17171 0.35690
*
```



No. 3
The following is a DFT calculation (wB97M-V/def2-TZVPD) of a 16-piece molecular cluster, C82H171N9O29 overall in a non-equilibrium geometry.

Results
LUMO	-4.74	eV
electronic energy	-5900.881848	a.u.
orbital gap	6.4	eV
largest force on an atom	9.77	eV/A

Geometry as ORCA input:
```
! wB97M-V def2-TZVPD RIJCOSX def2/J DEFGRID3
* xyz 2 1
C 1.23205 -2.54863 -4.47905
O 1.22958 -1.97133 -3.17544
C 1.09029 -0.54940 -3.16424
C 0.99708 -0.20949 -1.64230
N 0.43291 1.20180 -1.39389
H 1.14212 1.84087 -1.65998
H -0.40339 1.29796 -1.97419
C 0.08898 1.32614 0.02631
C -0.83862 2.54763 0.24423
O -1.86053 2.55597 -0.73254
C -2.57000 3.75732 -0.71173
H 1.27554 -3.61222 -4.42738
H 2.23497 -2.23165 -4.96013
H 0.43641 -2.12531 -5.11003
H 0.16387 -0.20978 -3.70256
H 1.98658 -0.11685 -3.74332
H 1.96238 -0.18002 -1.16847
H 0.36841 -0.96004 -1.13734
H 0.96359 1.52130 0.63540
H -0.42867 0.38917 0.31695
H -0.25625 3.46839 0.09169
H -1.22386 2.50085 1.24354
H -1.88995 4.61155 -0.73092
H -3.04989 3.88998 0.25214
H -3.32635 3.84330 -1.50017
C -6.49544 -3.19904 -6.38501
O -5.28488 -2.37604 -6.08259
C -5.50028 -1.80177 -4.78736
C -4.05731 -1.41420 -4.32733
N -3.26445 -0.74037 -5.45877
H -2.65025 -1.49662 -5.85517
H -3.85978 -0.56516 -6.27462
C -2.58238 0.50773 -4.94607
C -1.87710 1.19006 -6.11282
O -3.02298 1.93303 -6.77946
C -2.63340 2.58765 -7.96144
H -6.68692 -3.44644 -7.43103
H -7.32903 -2.59553 -6.02741
H -6.47442 -4.07099 -5.74802
H -5.80493 -2.50907 -4.03091
H -6.19844 -0.97959 -4.86286
H -3.49189 -2.33343 -4.09147
H -3.99125 -0.82997 -3.41060
H -1.92360 0.16258 -4.19691
H -3.31827 1.23584 -4.55784
H -1.41330 0.39991 -6.81792
H -1.09329 1.89186 -5.85784
H -3.35750 3.35566 -8.15076
H -2.50541 1.91059 -8.80715
H -1.71113 3.12192 -7.77948
C -6.98782 -0.21325 -2.09730
C -7.10805 -0.22684 -0.56060
C -6.77076 1.17462 0.00366
C -6.99952 1.30542 1.44778
N -5.97695 2.03755 2.29587
C -4.57384 1.60756 1.90177
C -3.69281 1.79345 3.17660
C -4.64673 1.53685 4.29491
C -6.07800 1.53785 3.74260
C -6.16981 3.56076 2.21368
H -7.43665 0.74040 -2.39416
H -7.60423 -1.01940 -2.46418
H -6.00619 -0.19034 -2.47437
H -6.48037 -0.99177 -0.12287
H -8.12954 -0.48960 -0.30340
H -7.39315 1.90817 -0.47680
H -5.71149 1.30254 -0.31331
H -7.05827 0.35085 1.93213
H -7.84941 1.89183 1.57769
H -4.22125 2.20592 1.07868
H -4.67801 0.60682 1.54928
H -3.29002 2.81847 3.22681
H -2.85743 1.03556 3.23365
H -4.64924 2.26678 5.11118
H -4.39427 0.63138 4.86668
H -6.66933 2.21402 4.31540
H -6.52815 0.54423 3.72775
H -7.23110 3.79225 2.46314
H -5.87667 3.81445 1.21059
H -5.48246 3.96319 3.01699
C 3.87826 -6.09246 -2.16569
C 2.49161 -5.91087 -2.64368
C 2.15631 -6.86176 -3.72165
C 0.76342 -6.65276 -4.31888
N 0.51760 -7.53468 -5.56481
C -1.01848 -7.49890 -5.85617
C -1.31663 -8.75128 -6.68753
C -0.08239 -9.66667 -6.39221
C 0.63667 -8.95855 -5.24782
C 1.24245 -7.06128 -6.71915
H 3.97631 -7.08252 -1.72578
H 4.30762 -5.22609 -1.65463
H 4.55084 -6.14529 -3.04194
H 2.41154 -4.88632 -2.92589
H 1.78955 -6.07195 -1.78809
H 2.21354 -7.86278 -3.29109
H 3.00712 -6.75872 -4.41574
H 0.60877 -5.64531 -4.62995
H 0.00901 -6.77843 -3.59542
H -1.30267 -6.52680 -6.22890
H -1.51658 -7.61796 -4.88216
H -1.37271 -8.46551 -7.71051
H -2.26626 -9.17789 -6.35295
H 0.49694 -9.73754 -7.28021
H -0.33300 -10.64318 -6.08730
H 1.69623 -9.28486 -5.22967
H 0.13079 -9.11987 -4.30711
H 1.09164 -7.84970 -7.50456
H 2.30528 -6.90901 -6.42943
H 0.86934 -6.15353 -6.99097
C -1.51699 -9.08915 -2.12343
C -2.64864 -8.05600 -1.84926
C -2.21570 -6.58583 -1.84616
C -3.15643 -5.82526 -0.94920
N -2.70806 -4.43688 -0.48834
C -2.39040 -3.67947 -1.78349
C -0.89997 -3.71002 -1.94288
C -0.36430 -3.82953 -0.53710
C -1.42643 -4.52283 0.32660
C -3.70134 -3.77798 0.44932
H -1.35143 -9.10863 -3.22867
H -1.79771 -10.07250 -1.75372
H -0.57929 -8.70182 -1.69998
H -3.04451 -8.29589 -0.85359
H -3.42443 -8.26913 -2.56283
H -2.22705 -6.24205 -2.86651
H -1.22617 -6.58176 -1.36679
H -3.25806 -6.30909 0.00518
H -4.14730 -5.81112 -1.39633
H -2.65938 -2.62656 -1.56752
H -2.88302 -4.16285 -2.63757
H -0.54952 -2.83519 -2.44106
H -0.63686 -4.60946 -2.52139
H 0.12398 -2.93422 -0.11720
H 0.53923 -4.49798 -0.56210
H -1.57463 -4.17322 1.31853
H -1.14075 -5.53504 0.55191
H -4.64199 -3.80362 -0.14723
H -3.37243 -2.75678 0.56183
H -3.74467 -4.35157 1.39224
C 0.74758 1.43431 5.72802
C -0.46389 1.18395 6.64830
C -0.21507 -0.08743 7.59836
C -1.25699 -0.28283 8.68178
C -1.40483 0.95226 9.60067
C -1.74371 2.23687 8.77344
N -0.65421 2.33564 7.64391
O 0.04167 3.27582 7.58610
C -1.42654 3.59317 9.55418
C -3.15322 2.29070 8.21354
C -1.77447 0.96656 5.82016
H 1.66516 1.73261 6.22009
H 0.54874 2.21131 5.00497
H 0.84392 0.51676 5.19109
H 0.73884 -0.03142 8.10320
H -0.24980 -0.89352 6.87315
H -0.88847 -1.05712 9.32707
H -2.23491 -0.58922 8.30811
H -0.56515 1.06873 10.29680
H -2.30609 0.80028 10.24072
H -2.06073 3.66167 10.44197
H -1.56463 4.49249 8.96911
H -0.42276 3.50974 9.93974
H -3.39056 1.36725 7.61882
H -3.27731 3.21373 7.67529
H -3.81269 2.19941 9.10788
H -1.45784 0.59454 4.77378
H -2.30623 1.91910 5.84866
H -2.29969 0.09483 6.28250
C 5.27688 -0.66826 -3.69843
C 5.62235 0.77486 -3.55649
C 4.48354 1.61030 -2.90647
C 4.88892 3.02503 -2.72096
C 6.17205 3.32700 -1.92795
C 7.42376 2.45322 -2.21251
N 6.83330 0.97129 -2.65176
O 7.44405 0.10271 -2.34442
C 8.19801 2.22609 -0.93458
C 8.38339 2.80617 -3.33826
C 6.13606 1.32422 -4.96903
H 6.24734 -1.19746 -3.78545
H 4.47281 -0.71579 -4.43944
H 4.73885 -1.01659 -2.78887
H 4.26778 1.11432 -1.95764
H 3.73942 1.47139 -3.66658
H 4.08524 3.54965 -2.17868
H 5.00097 3.39997 -3.71915
H 6.01770 3.08769 -0.90814
H 6.48830 4.38809 -2.02219
H 7.50838 1.88533 -0.12583
H 8.43875 3.31621 -0.76366
H 9.06159 1.54239 -1.09882
H 7.96691 3.18100 -4.23636
H 9.00970 1.93989 -3.55980
H 9.04672 3.60447 -2.90207
H 6.82114 0.66225 -5.47811
H 6.36002 2.37749 -4.90207
H 5.27019 1.30293 -5.56340
C 4.65531 2.38352 4.75142
C 4.63386 1.72580 3.40643
C 5.98723 1.24646 2.89158
C 6.48552 -0.12075 3.42357
C 5.49428 -1.33213 3.25913
C 4.10887 -0.98898 3.81106
N 3.69856 0.45812 3.51289
O 2.51875 0.69044 3.43550
C 4.03194 -1.05645 5.38563
C 3.09434 -1.95067 3.25100
C 3.97183 2.58114 2.38775
H 5.07304 1.73912 5.51903
H 3.69133 2.71813 5.03510
H 5.23368 3.32157 4.66784
H 6.70305 2.06513 3.08734
H 6.02886 1.13880 1.81556
H 6.75086 -0.12721 4.45814
H 7.34973 -0.40408 2.82198
H 5.88215 -2.09303 3.95730
H 5.38009 -1.71483 2.22405
H 4.87762 -0.54872 5.87619
H 4.04773 -2.08126 5.73263
H 3.08960 -0.67646 5.65433
H 3.58001 -2.92447 3.11653
H 2.82824 -1.63412 2.24825
H 2.13700 -1.94791 3.81174
H 4.53272 3.47675 2.27629
H 2.93298 2.91590 2.69481
H 3.95717 1.96711 1.45530
C 3.25459 7.56577 3.62106
C 1.77701 7.06895 3.85553
C 0.97444 7.95839 4.76915
C -0.53084 7.59727 4.65575
C -1.10148 7.87618 3.31348
C -0.45363 6.98339 2.27049
N 1.13076 7.08233 2.41707
O 1.80968 6.95267 1.56368
C -0.57432 7.53527 0.87527
C -0.76677 5.47194 2.30972
C 1.83966 5.59175 4.26413
H 3.61219 7.54675 4.67892
H 3.20567 8.60483 3.23705
H 3.93488 6.93698 3.03125
H 1.03868 8.99208 4.45817
H 1.32557 7.79156 5.79129
H -1.14473 8.17295 5.34282
H -0.67819 6.52301 4.85030
H -1.06151 8.93446 3.05808
H -2.17223 7.59227 3.28730
H -1.60656 7.71907 0.50590
H -0.04712 6.85982 0.15538
H -0.01389 8.47560 0.89722
H 0.09938 4.94200 1.83856
H -1.53595 5.41517 1.59027
H -1.19255 5.10256 3.24418
H 0.89746 5.03314 4.29393
H 2.24724 5.63938 5.28921
H 2.51117 5.21568 3.53541
O 4.10780 -1.49735 -0.58908
C 4.52538 -0.39998 0.23664
O 5.43203 0.27099 -0.23977
O 3.65642 -0.07615 0.98997
H 3.15897 -1.74247 -0.42853
O 3.75152 4.72519 -0.07967
C 2.66863 3.88366 0.09955
O 2.59206 2.88721 -0.51377
O 1.82005 4.37990 0.96416
H 3.55032 5.67525 -0.05044
O -2.80738 5.58082 6.70400
C -2.55630 4.90425 5.56688
O -3.36772 4.98880 4.60679
O -1.54384 4.10267 5.55663
H -3.73152 5.74652 6.63687
O -3.09444 -0.12915 0.27942
C -3.05903 -0.07136 -1.14248
O -2.07556 -0.54364 -1.76582
O -4.09556 0.37031 -1.62139
H -2.35625 -0.62084 0.59258
O -0.72394 -4.61126 -7.36985
C -1.29009 -3.91403 -6.28445
O -1.71912 -2.77588 -6.38959
O -1.38443 -4.63425 -5.26009
H -0.90047 -4.03876 -8.10580
O -0.27611 -1.62519 1.81453
C -0.92995 -1.33735 3.11818
O -0.13846 -1.30821 4.07364
O -2.16339 -1.06807 3.09043
H 0.48106 -1.07663 2.01597
O 1.74570 3.71769 -5.30653
C 1.77412 2.35406 -4.69947
O 0.72526 2.18073 -3.92127
O 2.68665 1.68792 -5.09091
H 0.94649 4.08844 -4.97953
*
```



No. 4
The following is a DFT calculation (wB97M-V/def2-TZVPD) of CH3HgLiO as an isolated structure in a non-equilibrium geometry.

Results
LUMO (spin up / spin down)	-0.85 / -1.34	eV
relative energy (zero: lowest compared OMol25 entry of this formula, charge and spin)	14.4	kJ/mol
electronic energy	-275.910568	a.u.
orbital gap (spin up / spin down)	6.0 / 5.9	eV
largest force on an atom	2.37	eV/A

Geometry as ORCA input:
```
! wB97M-V def2-TZVPD RIJCOSX def2/J DEFGRID3
* xyz 0 3
O -0.29637 0.40091 -0.10261
C 0.66343 -0.53919 0.15559
Li -1.69385 -0.20741 -0.99575
H 0.25535 -1.24604 0.89597
H 1.18878 -1.02557 -0.68708
Hg 1.67526 1.70793 0.15200
H -1.79261 0.90937 0.58188
*
```



Please write out number 1 again, unchanged.
The following is a DFT calculation (wB97M-V/def2-TZVPD) of a single C4H8SSi molecule in a non-equilibrium geometry.

Results
LUMO (spin up / spin down)	-0.58 / -0.62	eV
relative energy (zero: lowest compared OMol25 entry of this formula, charge and spin)	255.0	kJ/mol
electronic energy	-844.718368	a.u.
orbital gap (spin up / spin down)	7.3 / 7.1	eV
largest force on an atom	2.99	eV/A

Geometry as ORCA input:
```
! wB97M-V def2-TZVPD RIJCOSX def2/J DEFGRID3
* xyz 0 1
C -0.80941 -1.29615 -0.63675
C 0.55861 -1.27579 -1.06550
C -1.53724 -0.20838 -0.46982
C 0.84630 1.15231 -0.26831
Si 0.77452 0.91940 1.50505
S 1.45162 0.14593 -1.48757
H -1.39090 -2.26366 -0.86532
H 1.03359 -2.16208 -1.41149
H -2.60003 -0.33727 -0.39958
H -1.37176 0.83348 -0.35954
H 0.74487 2.17067 -0.59997
H 1.52069 1.80702 2.63983
H 1.45281 -0.40252 1.59932
H -0.67365 0.91703 1.81966
*
```



Which value of electronic energy does entry 2 give? -665.905686 a.u.



Which of these has the lowest electronic energy? C82H171N9O29



The lowest electronic energy belongs to which entry? C82H171N9O29